# C45H107N13O11

A cluster of 13 separate species, C45H107N13O11 in total at a distorted geometry (ωB97M-V/def2-TZVPD, the OMol25 dataset).

Results
<S²>: 0.754
molecular weight: 1006.43 g/mol
total charge: +1
spin multiplicity: 2
lowest unoccupied orbital energy (alpha / beta): -2.290 / -7.191 eV
E: -3317.9030 a.u.

Last columns: bonded neighbours and bond lengths (Å).
CARTESIAN COORDINATES (ANGSTROEM)
1 C 1.016 -1.197 -2.017  C2 1.485, H8 1.090, H9 1.090, H10 1.090
2 C 0.453 -0.986 -0.658  C1 1.485, N3 1.461, H11 1.090, H12 1.090
3 N 0.967 0.168 0.074  C2 1.461, C4 1.485, C6 1.509
4 C 0.429 0.050 1.453  N3 1.485, C5 1.540, H13 1.090, H14 1.090
5 C 0.982 1.150 2.379  C4 1.540, H15 1.090, H16 1.090, H17 1.090
6 C 0.516 1.489 -0.499  N3 1.509, C7 1.569, H18 1.090, H19 1.090
7 C -1.024 1.780 -0.416  C6 1.569, H20 1.090, H21 1.090, H22 1.090
8 H 1.921 -1.803 -2.021  C1 1.090
9 H 1.283 -0.282 -2.545  C1 1.090
10 H 0.307 -1.731 -2.650  C1 1.090
11 H -0.634 -1.008 -0.725  C2 1.090
12 H 0.733 -1.942 -0.216  C2 1.090
13 H -0.660 0.066 1.479  C4 1.090
14 H 0.668 -0.948 1.821  C4 1.090
15 H 0.704 2.143 2.024  C5 1.090
16 H 0.619 1.036 3.401  C5 1.090
17 H 2.069 1.067 2.387  C5 1.090
18 H 0.860 1.554 -1.531  C6 1.090
19 H 1.103 2.323 -0.114  C6 1.090
20 H -1.285 2.441 -1.242  C7 1.090
21 H -1.418 2.269 0.476  C7 1.090
22 H -1.617 0.885 -0.608  C7 1.090
23 C -3.196 0.275 2.456  C24 1.553, H30 1.090, H31 1.090, H32 1.090
24 C -4.667 -0.171 2.683  C23 1.553, N25 1.523, H33 1.090, H34 1.090
25 N -4.885 -0.900 4.002  C24 1.523, C26 1.440, C28 1.482
26 C -4.586 -0.057 5.131  N25 1.440, C27 1.543, H35 1.090, H36 1.090
27 C -4.744 -0.758 6.497  C26 1.543, H37 1.090, H38 1.090, H39 1.090
28 C -6.227 -1.526 4.058  N25 1.482, C29 1.534, H40 1.090, H41 1.090
29 C -6.507 -2.483 2.892  C28 1.534, H42 1.090, H43 1.090, H44 1.090
30 H -3.006 0.718 1.478  C23 1.090
31 H -2.520 -0.573 2.564  C23 1.090
32 H -2.848 0.982 3.210  C23 1.090
33 H -5.290 0.714 2.559  C24 1.090
34 H -4.871 -0.835 1.842  C24 1.090
35 H -3.520 0.150 5.036  C26 1.090
36 H -5.049 0.919 4.985  C26 1.090
37 H -4.230 -0.123 7.219  C27 1.090
38 H -5.781 -0.768 6.831  C27 1.090
39 H -4.323 -1.763 6.517  C27 1.090
40 H -7.021 -0.779 4.056  C28 1.090
41 H -6.239 -2.094 4.988  C28 1.090
42 H -6.572 -1.905 1.970  C29 1.090
43 H -7.501 -2.858 3.137  C29 1.090
44 H -5.706 -3.218 2.823  C29 1.090
45 C -4.440 3.854 -2.059  O46 1.223, N47 1.313, H50 1.101
46 O -4.668 5.034 -1.835  C45 1.223
47 N -5.218 2.893 -1.618  C45 1.313, C48 1.488, C49 1.487
48 C -4.751 1.480 -1.622  N47 1.488, H51 1.090, H52 1.090, H53 1.090
49 C -6.469 3.220 -0.884  N47 1.487, H54 1.090, H55 1.090, H56 1.090
50 H -3.558 3.485 -2.606  C45 1.101
51 H -3.702 1.394 -1.903  C48 1.090
52 H -5.335 0.863 -2.305  C48 1.090
53 H -4.767 0.973 -0.657  C48 1.090
54 H -6.743 4.273 -0.944  C49 1.090
55 H -7.269 2.594 -1.280  C49 1.090
56 H -6.395 2.955 0.171  C49 1.090
57 C 1.898 -4.560 -4.921  O58 1.236, N59 1.367, H62 1.101
58 O 1.245 -5.487 -5.414  C57 1.236
59 N 2.842 -3.869 -5.628  C57 1.367, C60 1.414, C61 1.498
60 C 3.431 -2.733 -5.027  N59 1.414, H63 1.090, H64 1.090, H65 1.090
61 C 3.093 -4.196 -7.068  N59 1.498, H66 1.090, H67 1.090, H68 1.090
62 H 1.706 -4.156 -3.914  C57 1.101
63 H 3.227 -1.796 -5.545  C60 1.090
64 H 4.510 -2.881 -4.980  C60 1.090
65 H 3.187 -2.610 -3.972  C60 1.090
66 H 4.095 -4.623 -7.093  C61 1.090
67 H 2.390 -4.886 -7.535  C61 1.090
68 H 3.041 -3.291 -7.673  C61 1.090
69 C 5.150 -1.547 4.685  O70 1.253, N71 1.317, H74 1.101
70 O 6.375 -1.359 4.498  C69 1.253
71 N 4.252 -0.587 4.742  C69 1.317, C72 1.427, C73 1.456
72 C 2.873 -0.814 5.034  N71 1.427, H75 1.090, H76 1.090, H77 1.090
73 C 4.560 0.791 4.388  N71 1.456, H78 1.090, H79 1.090, H80 1.090
74 H 4.641 -2.523 4.720  C69 1.101
75 H 2.292 -0.362 4.231  C72 1.090
76 H 2.677 -0.277 5.962  C72 1.090
77 H 2.609 -1.867 5.135  C72 1.090
78 H 4.851 1.321 5.295  C73 1.090
79 H 5.319 0.890 3.612  C73 1.090
80 H 3.650 1.275 4.033  C73 1.090
81 C 0.734 2.788 6.026  O82 1.263, N83 1.343, H86 1.101
82 O -0.327 2.907 5.350  C81 1.263
83 N 1.828 3.507 5.723  C81 1.343, C84 1.442, C85 1.437
84 C 3.035 3.417 6.508  N83 1.442, H87 1.090, H88 1.090, H89 1.090
85 C 1.985 4.267 4.514  N83 1.437, H90 1.090, H91 1.090, H92 1.090
86 H 0.828 2.145 6.914  C81 1.101
87 H 2.902 2.935 7.477  C84 1.090
88 H 3.489 4.354 6.829  C84 1.090
89 H 3.757 2.794 5.980  C84 1.090
90 H 2.155 5.272 4.901  C85 1.090
91 H 2.848 3.987 3.910  C85 1.090
92 H 1.066 4.162 3.939  C85 1.090
93 C 4.304 3.661 0.915  O94 1.245, N95 1.362, H98 1.101
94 O 3.306 3.407 1.615  C93 1.245
95 N 4.227 4.068 -0.383  C93 1.362, C96 1.472, C97 1.469
96 C 2.942 4.315 -1.056  N95 1.472, H99 1.090, H100 1.090, H101 1.090
97 C 5.380 4.111 -1.290  N95 1.469, H102 1.090, H103 1.090, H104 1.090
98 H 5.334 3.494 1.267  C93 1.101
99 H 3.010 5.238 -1.633  C96 1.090
100 H 2.124 4.532 -0.369  C96 1.090
101 H 2.624 3.504 -1.711  C96 1.090
102 H 5.354 3.348 -2.068  C97 1.090
103 H 5.471 5.095 -1.750  C97 1.090
104 H 6.293 3.915 -0.728  C97 1.090
105 C 1.815 -4.257 0.181  O106 1.220, N107 1.309, H110 1.101
106 O 1.787 -4.231 -1.038  C105 1.220
107 N 2.609 -3.650 1.025  C105 1.309, C108 1.455, C109 1.471
108 C 2.529 -3.826 2.467  N107 1.455, H111 1.090, H112 1.090, H113 1.090
109 C 3.796 -2.928 0.539  N107 1.471, H114 1.090, H115 1.090, H116 1.090
110 H 1.181 -4.962 0.741  C105 1.101
111 H 1.485 -4.048 2.687  C108 1.090
112 H 2.769 -2.902 2.992  C108 1.090
113 H 3.169 -4.623 2.845  C108 1.090
114 H 3.841 -1.949 1.017  C109 1.090
115 H 4.753 -3.363 0.829  C109 1.090
116 H 3.750 -2.736 -0.533  C109 1.090
117 C -1.208 -6.594 -1.005  O118 1.203, N119 1.317, H122 1.101
118 O -1.561 -7.220 -0.040  C117 1.203
119 N -1.636 -5.410 -1.390  C117 1.317, C120 1.521, C121 1.430
120 C -1.130 -4.702 -2.638  N119 1.521, H123 1.090, H124 1.090, H125 1.090
121 C -2.510 -4.622 -0.578  N119 1.430, H126 1.090, H127 1.090, H128 1.090
122 H -0.475 -7.085 -1.665  C117 1.101
123 H -0.331 -5.282 -3.099  C120 1.090
124 H -0.722 -3.741 -2.323  C120 1.090
125 H -1.910 -4.571 -3.388  C120 1.090
126 H -2.833 -5.300 0.212  C121 1.090
127 H -2.000 -3.728 -0.219  C121 1.090
128 H -3.411 -4.267 -1.079  C121 1.090
129 C -1.946 5.643 0.142  O130 1.259, N131 1.371, H134 1.101
130 O -0.723 5.666 -0.155  C129 1.259
131 N -2.404 5.133 1.330  C129 1.371, C132 1.504, C133 1.456
132 C -3.860 4.867 1.597  N131 1.504, H135 1.090, H136 1.090, H137 1.090
133 C -1.504 4.714 2.395  N131 1.456, H138 1.090, H139 1.090, H140 1.090
134 H -2.758 6.104 -0.441  C129 1.101
135 H -4.210 5.303 2.532  C132 1.090
136 H -3.987 3.785 1.618  C132 1.090
137 H -4.553 5.292 0.870  C132 1.090
138 H -0.501 4.538 2.004  C133 1.090
139 H -1.479 5.501 3.149  C133 1.090
140 H -1.844 3.810 2.900  C133 1.090
141 C 4.075 0.160 -1.758  O142 1.236, N143 1.344, H146 1.101
142 O 4.047 -0.118 -2.963  C141 1.236
143 N 5.182 -0.100 -1.042  C141 1.344, C144 1.472, C145 1.465
144 C 5.180 0.219 0.396  N143 1.472, H147 1.090, H148 1.090, H149 1.090
145 C 6.381 -0.741 -1.586  N143 1.465, H150 1.090, H151 1.090, H152 1.090
146 H 3.308 0.730 -1.211  C141 1.101
147 H 4.217 0.593 0.743  C144 1.090
148 H 5.961 0.954 0.589  C144 1.090
149 H 5.405 -0.671 0.983  C144 1.090
150 H 6.447 -1.771 -1.237  C145 1.090
151 H 6.289 -0.791 -2.671  C145 1.090
152 H 7.326 -0.324 -1.240  C145 1.090
153 C -1.264 0.887 -3.998  O154 1.232, N155 1.362, H158 1.101
154 O -2.241 1.587 -3.729  C153 1.232
155 N -0.302 1.207 -4.908  C153 1.362, C156 1.509, C157 1.498
156 C 0.828 0.285 -5.296  N155 1.509, H159 1.090, H160 1.090, H161 1.090
157 C -0.244 2.514 -5.637  N155 1.498, H162 1.090, H163 1.090, H164 1.090
158 H -1.002 -0.084 -3.549  C153 1.101
159 H 0.953 0.247 -6.378  C156 1.090
160 H 0.614 -0.720 -4.930  C156 1.090
161 H 1.767 0.600 -4.841  C156 1.090
162 H 0.761 2.926 -5.546  C157 1.090
163 H -0.497 2.366 -6.687  C157 1.090
164 H -1.006 3.095 -5.119  C157 1.090
165 C -3.802 -2.398 -3.664  O166 1.234, N167 1.351, H170 1.101
166 O -3.059 -1.920 -2.803  C165 1.234
167 N -3.391 -2.756 -4.901  C165 1.351, C168 1.448, C169 1.507
168 C -4.356 -3.088 -5.928  N167 1.448, H171 1.090, H172 1.090, H173 1.090
169 C -1.924 -2.727 -5.247  N167 1.507, H174 1.090, H175 1.090, H176 1.090
170 H -4.891 -2.512 -3.542  C165 1.101
171 H -5.314 -2.598 -5.750  C168 1.090
172 H -4.593 -4.149 -6.011  C168 1.090
173 H -4.031 -2.774 -6.920  C168 1.090
174 H -1.881 -1.926 -5.985  C169 1.090
175 H -1.297 -2.535 -4.376  C169 1.090
176 H -1.606 -3.593 -5.827  C169 1.090